# 1
The following is a quantum chemistry calculation of a molecular structure, C40H32Cl2N6O5SSe2W in a non-equilibrium geometry, from the OMol25 dataset.

Structure (XYZ):
```
89
Properties=species:S:1:pos:R:3:mulliken_charge:R:1
W 0.610 -0.441 0.737 -0.352
O -1.173 5.505 4.099 -0.713
C -1.784 4.447 4.289 0.352
O -2.754 4.129 4.992 -0.711
C -1.254 3.249 3.410 -0.825
C -0.018 3.354 2.791 -1.257
C 0.541 2.256 2.173 1.413
N -0.100 1.055 2.101 0.343
C -1.295 0.955 2.734 1.312
C -1.877 2.019 3.401 -1.093
C -1.842 -0.387 2.708 -0.046
C -3.008 -0.759 3.376 -0.463
C -3.376 -2.083 3.423 -0.923
C -2.538 -3.018 2.824 -0.671
C -1.420 -2.577 2.161 0.094
N -1.083 -1.286 2.042 0.818
C 1.930 2.273 1.702 0.106
C 2.641 3.444 1.441 -0.803
C 3.992 3.361 1.183 -0.687
C 4.607 2.114 1.236 -0.956
C 3.822 1.003 1.463 -0.115
N 2.500 1.060 1.631 0.347
H 0.494 4.304 2.856 0.572
H -2.807 1.915 3.942 0.675
H -3.599 0.003 3.863 0.499
H -4.274 -2.392 3.942 0.471
H -2.738 -4.078 2.879 0.523
H -0.735 -3.287 1.733 -0.258
H 2.118 4.390 1.437 0.462
H 4.566 4.252 0.965 0.460
H 5.674 2.011 1.096 0.466
H 4.253 0.010 1.519 0.565
Cl -0.292 3.622 -1.860 -0.222
C 1.077 2.611 -2.139 0.687
C 2.003 2.909 -3.148 -0.395
C 3.091 2.099 -3.359 0.733
Cl 4.217 2.513 -4.608 -0.259
C 3.323 0.947 -2.572 0.305
C 4.423 0.078 -2.667 -1.383
C 4.506 -0.959 -1.768 -1.406
C 3.515 -1.152 -0.812 -0.745
N 2.431 -0.397 -0.723 1.001
C 2.365 0.661 -1.578 0.786
C 1.255 1.494 -1.354 -1.177
O 0.485 1.111 -0.355 0.260
H 1.865 3.793 -3.753 0.538
H 5.191 0.243 -3.409 0.501
H 5.349 -1.637 -1.794 0.501
H 3.598 -1.937 -0.072 0.830
O 3.020 -6.522 1.440 -0.508
C 2.836 -5.742 0.265 -1.361
C 1.823 -4.628 0.593 2.674
C 0.512 -5.339 1.045 -1.497
O 0.259 -5.330 2.434 -0.498
C 2.502 -3.795 1.682 -1.769
Se 1.950 -1.917 2.217 -0.217
C 1.582 -3.872 -0.706 -1.961
Se 0.153 -2.477 -0.706 -0.084
H 3.733 -7.148 1.302 0.358
H 2.441 -6.361 -0.551 0.466
H 3.782 -5.300 -0.071 0.481
H 0.538 -6.371 0.677 0.379
H -0.333 -4.847 0.563 0.632
H 0.916 -5.887 2.863 0.412
H 3.555 -3.672 1.430 0.606
H 2.448 -4.298 2.640 0.677
H 1.221 -4.561 -1.472 0.553
H 2.490 -3.396 -1.071 0.513
S -5.135 0.513 -3.749 -0.110
C -3.817 0.321 -2.563 0.117
C -4.056 0.334 -1.199 -0.736
C -3.004 0.088 -0.335 -0.263
N -1.755 -0.159 -0.733 0.657
C -1.530 -0.116 -2.050 -0.452
C -2.513 0.109 -2.993 -0.954
C -5.124 2.311 -3.808 0.439
C -4.443 2.962 -4.823 -0.172
C -4.462 4.351 -4.831 -0.421
N -5.095 5.079 -3.918 -0.581
C -5.740 4.439 -2.948 -0.441
C -5.790 3.055 -2.848 -0.144
H -5.049 0.517 -0.810 0.463
H -3.175 0.080 0.734 0.176
H -0.512 -0.283 -2.375 0.487
H -2.271 0.115 -4.046 0.447
H -3.915 2.404 -5.584 0.392
H -3.943 4.905 -5.606 0.368
H -6.244 5.062 -2.218 0.365
H -6.336 2.573 -2.048 0.347
```

Output
Kohn-Sham gap (alpha / beta) = 0.209 / 0.233 hartree
Highest occupied orbital energy (alpha / beta) = -6.882 / -7.849 eV
Energy = -8436.79843 a.u.
Multiplicity = 3

# 2
The following is a quantum chemistry calculation of a molecular structure, C40H32N2O13SiTl, from the OMol25 dataset.

Structure (XYZ):
```
89
Properties=species:S:1:pos:R:3:mulliken_charge:R:1
Tl -0.154 0.277 -0.431 1.347
O -2.951 -3.934 -1.678 -0.532
C -2.381 -2.860 -1.087 -0.098
O -1.238 -2.565 -1.241 -0.186
C -3.384 -2.096 -0.249 0.472
C -4.702 -2.511 -0.135 -0.640
C -5.577 -1.722 0.594 -0.556
C -5.111 -0.554 1.167 -0.643
C -3.762 -0.250 1.032 0.221
N -2.919 -1.009 0.346 0.373
C -3.155 0.957 1.726 0.364
O -3.891 2.086 1.691 -0.487
O -2.129 0.906 2.330 -0.401
H -2.251 -4.339 -2.214 0.366
H -5.024 -3.428 -0.608 0.507
H -6.614 -2.011 0.710 0.438
H -5.769 0.089 1.740 0.506
H -4.551 2.046 0.988 0.369
O 2.562 1.796 -3.803 -0.833
C 2.142 1.691 -2.646 -0.327
O 1.677 0.629 -2.094 -0.597
C 2.267 2.932 -1.737 0.206
C 2.737 2.543 -0.328 -0.227
C 3.209 3.794 0.441 -0.847
C 1.854 4.455 0.819 -1.031
C 0.864 3.499 0.136 0.008
O 1.510 2.229 0.361 -0.272
C 0.927 3.683 -1.388 0.205
C -0.331 3.185 -2.132 -0.089
O -0.570 3.708 -3.224 -0.798
O -1.045 2.302 -1.530 -0.599
H 2.978 3.572 -2.254 0.376
H 3.420 1.698 -0.292 0.659
H 3.842 4.431 -0.177 0.410
H 3.767 3.506 1.336 0.175
H 1.753 5.479 0.460 0.396
H 1.702 4.442 1.900 0.347
H -0.141 3.483 0.546 0.451
H 0.997 4.741 -1.647 0.486
C 6.470 -0.999 1.927 -0.496
C 5.563 -0.020 2.302 -0.784
C 4.213 -0.328 2.438 -0.056
C 3.752 -1.627 2.204 0.667
C 4.684 -2.602 1.824 -0.322
C 6.028 -2.296 1.691 -0.815
Si 1.947 -2.071 2.093 0.041
C 1.790 -2.816 0.389 1.044
C 2.121 -2.044 -0.732 -0.620
C 2.140 -2.591 -2.004 -0.960
C 1.861 -3.941 -2.179 -0.523
C 1.557 -4.735 -1.078 -0.657
C 1.521 -4.176 0.196 -0.358
C 1.215 -3.293 3.318 0.429
C -0.072 -3.763 3.016 -0.346
C -0.753 -4.600 3.887 -0.794
C -0.162 -4.980 5.089 -0.584
C 1.105 -4.517 5.409 -0.709
C 1.787 -3.685 4.526 -0.505
H 7.518 -0.752 1.804 0.382
H 5.899 0.995 2.472 0.410
H 3.520 0.462 2.691 0.180
H 4.347 -3.611 1.607 0.345
H 6.728 -3.061 1.377 0.392
H 2.370 -0.990 -0.642 0.621
H 2.367 -1.948 -2.845 0.530
H 1.893 -4.379 -3.169 0.395
H 1.338 -5.789 -1.208 0.403
H 1.285 -4.816 1.038 0.338
H -0.546 -3.456 2.085 0.630
H -1.748 -4.947 3.634 0.459
H -0.693 -5.632 5.774 0.372
H 1.561 -4.797 6.351 0.430
H 2.779 -3.330 4.791 0.400
O 1.525 1.181 3.422 -0.643
C 0.883 0.175 3.351 -0.952
O 0.962 -0.718 2.333 0.634
C -0.129 -0.195 4.392 0.565
C -1.168 -1.073 4.129 0.090
C -2.079 -1.397 5.122 -1.759
C -1.959 -0.843 6.384 -0.612
C -0.927 0.047 6.621 -0.458
C -0.014 0.389 5.645 -0.173
N -0.810 0.662 7.960 1.004
O 0.194 1.288 8.212 -0.608
O -1.733 0.501 8.735 -0.629
H -1.268 -1.487 3.135 1.347
H -2.888 -2.083 4.911 0.506
H -2.646 -1.085 7.181 0.525
H 0.774 1.101 5.844 0.700
```

Output
Kohn-Sham gap = 0.226 hartree
Highest occupied orbital energy = -4.835 eV
Energy = -3093.24835 a.u.
Multiplicity = 1
Net charge = -1

# 3
The following is a quantum chemistry calculation of a molecular structure, C40H33CdIN11OS in a non-equilibrium geometry, from the OMol25 dataset.

Structure (XYZ):
```
88
Properties=species:S:1:pos:R:3:mulliken_charge:R:1
Cd -0.622 -19.560 4.516 1.354
C -2.782 -22.387 4.528 -1.288
N -1.318 -22.096 4.481 -0.218
C -0.611 -22.761 3.300 -0.854
C -0.288 -21.716 2.282 0.527
N 0.105 -20.472 2.527 -0.227
C 0.483 -19.920 1.206 0.151
C 1.151 -18.810 0.795 -0.516
C 1.688 -18.854 -0.492 -0.488
C 1.347 -19.801 -1.435 -0.569
C 0.647 -20.942 -1.025 -0.627
C 0.111 -20.932 0.237 0.380
N -0.355 -22.012 0.944 -0.080
C -3.523 -21.225 3.909 0.288
N -3.051 -20.054 3.614 0.443
C -4.180 -19.343 3.195 -0.146
C -4.246 -18.064 2.615 -0.508
C -5.379 -17.726 1.955 -0.832
C -6.629 -18.422 2.163 -0.313
C -6.595 -19.676 2.746 -1.015
C -5.319 -20.124 3.164 0.656
N -4.842 -21.379 3.723 -0.139
H -3.022 -22.479 5.621 0.377
H -3.140 -23.326 4.070 0.455
H -0.904 -22.456 5.348 0.187
H -1.305 -23.443 2.797 0.318
H 0.310 -23.360 3.560 0.341
H 1.248 -17.993 1.477 0.187
H 2.371 -18.065 -0.773 0.369
H 1.795 -19.709 -2.350 0.467
H 0.269 -21.669 -1.791 0.270
H -0.782 -22.785 0.509 0.248
H -3.400 -17.441 2.691 0.506
H -5.402 -16.705 1.524 0.325
H -7.548 -18.004 1.738 0.387
H -7.423 -20.308 2.988 0.410
H -5.346 -22.290 3.590 0.325
I 0.461 -16.440 4.040 0.019
C -1.372 -16.068 5.105 -0.109
C -2.018 -14.869 4.824 -0.640
C -3.000 -14.465 5.727 -0.492
C -3.513 -15.247 6.756 -0.810
C -2.881 -16.461 7.005 1.081
C -3.334 -17.334 8.051 -0.968
C -2.817 -18.598 8.147 -0.865
C -1.816 -19.105 7.208 -0.109
C -1.328 -18.274 6.239 -0.527
C -1.767 -16.937 6.185 1.427
H -1.659 -14.256 3.980 0.427
H -3.485 -13.501 5.508 0.339
H -4.352 -14.956 7.434 0.352
H -3.961 -16.889 8.910 0.218
H -3.153 -19.336 8.938 0.338
H -1.346 -20.097 7.415 0.232
S -1.023 -25.662 13.661 0.144
N -1.298 -24.090 13.247 -0.654
C -0.598 -23.976 12.132 0.246
C -0.228 -22.712 11.441 0.595
C -0.674 -21.500 11.954 -0.760
C -0.250 -20.358 11.282 -0.763
C 0.335 -20.479 10.048 -0.467
N 0.923 -21.598 9.614 -0.023
C 0.567 -22.722 10.216 -0.300
C 1.086 -23.990 9.792 0.311
N 1.991 -24.022 8.719 -0.364
C 2.438 -25.206 8.312 -0.312
C 2.004 -26.452 8.735 -0.772
C 1.238 -26.479 9.905 -0.472
C 0.791 -25.252 10.399 0.625
C -0.086 -25.182 11.580 0.543
N -0.211 -26.266 12.414 -0.514
H -1.340 -21.450 12.780 0.550
H -0.487 -19.342 11.684 0.355
H 0.484 -19.601 9.486 0.694
H 3.271 -25.202 7.554 0.375
H 2.266 -27.370 8.294 0.453
H 1.127 -27.377 10.512 0.454
C 3.726 -21.247 7.840 -0.976
N 2.709 -21.600 6.946 0.126
C 2.060 -20.592 6.333 0.149
N 2.855 -19.470 6.055 -0.505
O 0.829 -20.712 5.972 -0.367
H 3.961 -22.149 8.444 0.320
H 3.504 -20.505 8.669 0.232
H 4.582 -20.904 7.286 0.387
H 2.109 -22.356 7.244 0.155
H 3.802 -19.771 5.755 0.262
H 2.444 -18.921 5.324 0.213
```

Output
Kohn-Sham gap = 0.264 hartree
Highest occupied orbital energy = -9.612 eV
Energy = -3085.08667 a.u.
Multiplicity = 1
Net charge = +1

# 4
The following is a quantum chemistry calculation of a molecular structure, C40H34Br2F5N5O4PdSTe in a non-equilibrium geometry, from the OMol25 dataset.

Structure (XYZ):
```
93
Properties=species:S:1:pos:R:3:mulliken_charge:R:1
Pd -1.073 -1.299 0.788 1.208
N -2.880 2.329 7.402 -0.501
C -2.013 1.674 6.583 1.171
C -1.550 0.389 6.913 -0.905
C -0.699 -0.287 6.067 -0.357
C -0.289 0.318 4.885 -0.511
C -0.717 1.594 4.545 -0.298
C -1.559 2.276 5.395 -0.907
S 0.639 -0.626 3.724 1.082
O 1.357 -1.670 4.387 -0.691
O 1.353 0.247 2.834 -0.547
N -0.500 -1.338 2.745 -0.268
C -1.466 -2.195 3.077 1.075
N -1.797 -2.560 4.312 -0.398
C -2.863 -3.335 4.433 -0.292
C -3.650 -3.730 3.354 -0.866
C -3.222 -3.345 2.100 -0.210
N -2.120 -2.622 1.954 -0.230
H -3.272 1.857 8.195 0.185
H -3.301 3.191 7.115 0.189
H -1.876 -0.070 7.837 0.321
H -0.335 -1.275 6.304 0.489
H -0.388 2.027 3.612 0.480
H -1.897 3.276 5.152 0.356
H -3.100 -3.632 5.448 0.488
H -4.543 -4.321 3.480 0.439
H -3.744 -3.617 1.191 0.504
Br -1.489 -2.231 -1.412 -0.446
C 0.935 -3.136 0.940 -0.687
Br 2.530 -2.156 1.134 -0.086
H 0.890 -3.661 -0.007 0.362
H 0.726 -3.721 1.826 0.606
C 5.825 -2.516 -6.013 -1.594
C 4.814 -2.116 -4.977 0.605
C 4.226 -3.063 -4.147 -1.064
C 3.284 -2.705 -3.189 0.638
C 2.692 -3.740 -2.273 -1.004
C 2.925 -1.364 -3.118 0.232
Te 1.321 -0.754 -1.632 -0.519
N 0.101 -0.031 0.054 1.124
C 0.071 1.221 0.632 0.071
O -0.876 1.495 1.362 -0.313
C 1.127 2.213 0.310 -0.053
C 0.779 3.557 0.207 -0.256
C 1.748 4.496 -0.101 -0.772
C 3.065 4.100 -0.292 -0.562
C 3.419 2.766 -0.157 -0.851
C 2.454 1.819 0.148 -0.210
C 0.190 0.256 -3.118 1.098
C -0.177 1.575 -2.866 -0.493
C -0.884 2.298 -3.808 -0.884
C -1.234 1.696 -5.008 -0.734
C -0.890 0.377 -5.244 -0.623
C -0.179 -0.376 -4.311 0.684
C 0.120 -1.817 -4.614 -1.364
C 3.537 -0.367 -3.873 1.230
C 3.242 1.101 -3.715 -1.369
C 4.472 -0.779 -4.817 -0.896
H 5.972 -3.594 -6.023 0.359
H 6.782 -2.035 -5.810 0.356
H 5.500 -2.200 -7.004 0.355
H 4.502 -4.106 -4.239 0.350
H 3.118 -4.721 -2.467 0.462
H 1.608 -3.802 -2.408 0.222
H 2.916 -3.479 -1.238 0.062
H -0.254 3.846 0.351 0.471
H 1.481 5.540 -0.194 0.458
H 3.821 4.839 -0.524 0.447
H 4.452 2.467 -0.278 0.507
H 2.745 0.800 0.374 0.673
H 0.093 2.046 -1.931 0.215
H -1.161 3.324 -3.609 0.519
H -1.793 2.252 -5.749 0.421
H -1.198 -0.101 -6.166 0.486
H -0.786 -2.323 -4.947 0.528
H 0.483 -2.330 -3.728 -0.270
H 0.868 -1.899 -5.405 0.364
H 2.928 1.325 -2.696 -0.137
H 2.446 1.407 -4.396 0.320
H 4.127 1.692 -3.944 0.578
H 4.947 -0.026 -5.436 0.521
F -6.416 3.656 2.552 -0.266
C -5.593 2.833 1.949 0.723
C -4.927 1.854 2.693 -0.120
F -5.143 1.782 3.997 -0.338
C -4.082 0.990 2.061 0.342
F -3.458 0.064 2.751 -0.038
C -3.836 1.005 0.634 0.275
O -3.126 0.171 0.043 -0.549
C -4.530 2.060 -0.064 0.314
F -4.358 2.167 -1.365 -0.279
C -5.376 2.930 0.573 0.066
F -6.009 3.872 -0.111 -0.275
```

Output
Kohn-Sham gap (alpha / beta) = 0.259 / 0.156 hartree
Highest occupied orbital energy (alpha / beta) = -9.950 / -9.967 eV
Energy = -8560.38187 a.u.
Multiplicity = 6
Net charge = +1

# 5
The following is a quantum chemistry calculation of a molecular structure, C40H34F2N6O3Sn, from the OMol25 dataset.

Structure (XYZ):
```
86
Properties=species:S:1:pos:R:3:mulliken_charge:R:1
Sn -0.628 2.289 1.145 1.709
C -4.465 1.917 -1.350 -1.197
C -3.349 1.536 -0.598 -0.188
N -2.769 2.342 0.267 0.061
C -3.274 3.588 0.468 0.808
C -4.379 4.061 -0.261 0.771
C -4.962 3.182 -1.196 -0.590
C -4.880 5.358 0.009 -0.935
C -4.302 6.104 0.991 -1.031
C -3.207 5.623 1.745 -0.937
C -2.672 4.385 1.497 0.198
N -1.653 3.734 2.178 0.234
C -1.450 3.697 3.548 0.190
C -1.524 4.732 4.446 -0.846
C -1.368 4.508 5.833 -0.962
C -1.131 3.263 6.335 -0.890
C -1.032 2.165 5.447 1.148
C -0.786 0.843 5.872 -0.712
C -0.697 -0.171 4.956 -0.958
C -0.838 0.137 3.598 0.173
N -1.079 1.358 3.171 0.136
C -1.186 2.383 4.066 0.296
H -4.907 1.217 -2.044 0.436
H -2.914 0.550 -0.706 0.702
H -5.813 3.517 -1.776 0.453
H -5.720 5.732 -0.561 0.425
H -4.681 7.093 1.210 0.427
H -2.791 6.259 2.509 0.315
H -1.685 5.741 4.101 0.547
H -1.436 5.355 6.502 0.422
H -1.015 3.099 7.398 0.438
H -0.669 0.643 6.930 0.454
H -0.516 -1.192 5.257 0.453
H -0.752 -0.628 2.837 0.276
C -0.298 -1.815 -5.548 -1.039
C 0.827 -1.008 -4.922 -1.005
N 0.554 -0.667 -3.512 0.171
C 0.092 0.552 -3.223 -0.035
C -0.247 0.985 -1.964 0.363
C -0.662 2.442 -1.860 0.171
O -1.208 2.960 -2.804 -0.639
O -0.311 3.035 -0.757 -0.723
C -0.194 0.073 -0.893 1.233
O -0.619 0.311 0.291 -1.006
C 0.339 -1.243 -1.188 0.588
C 0.524 -2.171 -0.153 -0.638
C 1.063 -3.391 -0.422 0.390
F 1.296 -4.242 0.595 -0.338
C 1.418 -3.785 -1.727 -1.427
C 1.230 -2.875 -2.746 -1.012
C 0.714 -1.594 -2.494 0.378
N 1.962 -5.057 -2.028 0.297
C 3.343 -5.098 -2.479 -0.553
C 3.573 -6.330 -3.333 -0.712
N 3.206 -7.551 -2.530 -0.152
C 1.788 -7.473 -2.022 -0.975
C 1.626 -6.205 -1.203 -0.624
H -0.057 -2.031 -6.588 0.395
H -1.229 -1.250 -5.529 0.352
H -0.463 -2.760 -5.031 0.321
H 0.958 -0.064 -5.446 0.468
H 1.786 -1.523 -4.969 0.437
H -0.025 1.240 -4.051 0.603
H 0.273 -1.898 0.861 0.580
H 1.465 -3.186 -3.754 0.693
H 4.043 -5.105 -1.628 0.218
H 3.575 -4.217 -3.074 0.470
H 4.611 -6.430 -3.641 0.400
H 2.924 -6.332 -4.207 0.366
H 3.843 -7.633 -1.733 0.401
H 3.334 -8.395 -3.092 0.353
H 1.601 -8.365 -1.427 0.435
H 1.143 -7.470 -2.898 0.369
H 2.244 -6.272 -0.297 0.437
H 0.589 -6.146 -0.881 0.494
F 5.492 1.929 2.257 -0.327
C 4.175 2.044 2.041 0.274
C 3.322 2.099 3.125 -0.817
C 1.958 2.200 2.890 0.075
C 1.448 2.258 1.592 0.203
C 2.349 2.218 0.527 -0.490
C 3.715 2.107 0.741 -0.790
H 3.724 2.068 4.129 0.489
H 1.304 2.245 3.752 0.171
H 1.992 2.308 -0.491 0.396
H 4.421 2.089 -0.079 0.486
```

Output
Kohn-Sham gap = 0.227 hartree
Highest occupied orbital energy = -11.425 eV
Energy = -2512.58716 a.u.
Multiplicity = 1
Net charge = +2